Record 1
# C16H52BInO15

A structure of composition C16H52BInO15 (ωB97M-V with the def2-TZVPD basis set, the OMol25 dataset).

Values from the calculation:
Total charge   +2
LUMO energy   -12.1 eV
HOMO   -14.0 eV
Kohn-Sham gap   0.0694 Eh
Max |F|   5.3 eV Å⁻¹
Relative energy (zero: lowest compared OMol25 entry of this formula, charge and spin)   9.862 eV

CARTESIAN COORDINATES (ANGSTROEM)
In (2.197, 3.170, -0.569)
B (-0.367, -0.292, 0.401)
H (-0.945, -0.097, -0.489)
H (-0.648, -1.214, 0.886)
H (0.681, -0.300, 0.143)
H (-0.619, 0.520, 1.065)
C (0.257, -1.311, 5.689)
C (0.157, 0.006, 6.455)
O (-0.244, 1.052, 5.616)
H (-0.682, -1.859, 5.613)
H (0.879, -1.914, 6.350)
H (0.687, -1.370, 4.689)
H (1.154, 0.214, 6.843)
H (-0.509, -0.115, 7.310)
H (-0.691, 1.761, 6.084)
C (4.212, 0.511, -4.134)
C (4.343, -0.631, -3.092)
O (4.122, -0.202, -1.792)
O (2.954, 1.107, -4.005)
H (4.474, 0.076, -5.098)
H (4.974, 1.287, -4.214)
H (5.337, -1.073, -3.157)
H (3.687, -1.467, -3.337)
H (4.374, -0.944, -1.238)
H (2.471, 0.998, -4.827)
C (-3.250, 6.255, 1.822)
C (-2.854, 5.146, 0.850)
O (-1.894, 4.293, 1.293)
O (-4.398, 6.960, 1.288)
H (-2.375, 6.896, 1.927)
H (-3.565, 5.868, 2.791)
H (-2.625, 5.628, -0.101)
H (-3.739, 4.536, 0.672)
H (-2.298, 3.489, 1.628)
H (-5.172, 6.666, 1.774)
C (-0.878, 5.113, -4.255)
C (-1.583, 3.746, -4.251)
O (-1.207, 2.919, -3.090)
O (0.434, 4.974, -4.086)
H (-1.389, 5.774, -3.556)
H (-1.146, 5.401, -5.272)
H (-1.250, 3.159, -5.107)
H (-2.668, 3.766, -4.158)
H (-1.731, 2.146, -3.313)
H (0.929, 5.007, -4.907)
C (2.158, -5.287, -0.577)
C (2.405, -4.773, 0.875)
O (2.574, -3.414, 0.945)
O (1.251, -4.423, -1.308)
H (1.607, -6.217, -0.437)
H (3.095, -5.280, -1.134)
H (3.213, -5.320, 1.361)
H (1.551, -4.923, 1.536)
H (1.791, -3.017, 0.556)
H (0.660, -3.922, -0.741)
C (4.607, 1.170, 3.400)
C (5.732, 2.200, 3.032)
O (5.734, 2.503, 1.603)
O (3.270, 1.735, 3.118)
H (4.747, 1.181, 4.481)
H (4.782, 0.251, 2.840)
H (6.708, 1.969, 3.459)
H (5.527, 3.102, 3.609)
H (6.605, 2.290, 1.259)
H (2.740, 1.233, 3.742)
C (-2.997, -2.172, -3.743)
C (-3.632, -3.169, -4.657)
O (-3.411, -2.907, -6.079)
O (-3.386, -0.885, -4.133)
H (-1.914, -2.286, -3.779)
H (-3.335, -2.212, -2.708)
H (-4.714, -3.243, -4.547)
H (-3.199, -4.146, -4.445)
H (-3.891, -3.453, -6.705)
H (-3.080, -0.715, -5.027)
C (-3.564, -4.663, 2.794)
C (-4.315, -3.862, 1.711)
O (-3.948, -2.475, 1.633)
O (-2.338, -4.852, 2.208)
H (-4.010, -5.586, 3.165)
H (-3.580, -3.850, 3.520)
H (-5.378, -3.867, 1.951)
H (-4.377, -4.338, 0.732)
H (-2.994, -2.414, 1.717)
H (-2.291, -5.619, 1.633)

=====

Record 2
# C16H52F6NO8P

A cluster of 10 separate species, C16H52F6NO8P in total (ωB97M-V with the def2-TZVPD basis set, the OMol25 dataset).

Values from the calculation:
Total charge   0
LUMO energy   -0.8 eV
HOMO   -9.7 eV
Kohn-Sham gap   0.3268 Eh
Max |F|   3.1 eV Å⁻¹

CARTESIAN COORDINATES (ANGSTROEM)
N (-20.548, 1.584, -7.215)
H (-20.662, 1.188, -6.292)
H (-20.894, 0.871, -7.841)
H (-19.545, 1.588, -7.335)
H (-20.863, 2.542, -7.253)
P (-17.041, 0.737, -6.740)
F (-15.729, 1.142, -5.831)
F (-16.006, 0.223, -7.858)
F (-17.232, -0.783, -6.102)
F (-18.225, 0.384, -7.901)
F (-18.071, 1.360, -5.649)
F (-16.906, 2.256, -7.288)
C (-14.861, 1.120, -2.812)
O (-16.127, 0.549, -3.002)
H (-14.782, 2.123, -3.229)
H (-14.665, 1.171, -1.741)
H (-14.120, 0.531, -3.353)
H (-16.482, 0.839, -3.846)
C (-15.981, 4.381, -4.892)
C (-14.614, 4.732, -5.461)
C (-14.794, 5.943, -6.497)
O (-13.751, 5.083, -4.432)
H (-16.676, 4.385, -5.731)
H (-16.359, 5.244, -4.342)
H (-16.071, 3.529, -4.217)
H (-14.148, 3.835, -5.870)
H (-15.195, 6.781, -5.928)
H (-15.491, 5.525, -7.224)
H (-13.861, 6.238, -6.977)
H (-13.730, 4.351, -3.811)
C (-16.786, -3.794, -10.900)
C (-17.384, -2.958, -9.777)
C (-18.868, -3.183, -9.624)
O (-16.758, -3.253, -8.499)
H (-17.218, -3.581, -11.878)
H (-16.882, -4.844, -10.622)
H (-15.711, -3.641, -11.005)
H (-17.183, -1.892, -9.887)
H (-19.349, -2.603, -8.837)
H (-19.111, -4.220, -9.392)
H (-19.227, -2.793, -10.576)
H (-16.747, -2.332, -8.228)
C (-10.800, 0.192, -4.275)
C (-10.944, 1.287, -5.268)
C (-12.029, 2.247, -4.986)
O (-9.768, 2.006, -5.277)
H (-11.758, -0.222, -3.962)
H (-10.096, 0.252, -3.445)
H (-10.424, -0.731, -4.716)
H (-11.074, 0.888, -6.274)
H (-12.941, 1.656, -5.067)
H (-11.929, 3.105, -5.650)
H (-12.047, 2.347, -3.901)
H (-9.429, 2.269, -6.137)
C (-14.616, 3.126, -11.505)
C (-15.082, 2.533, -10.210)
C (-14.058, 2.772, -9.059)
O (-16.288, 3.127, -9.915)
H (-15.351, 2.978, -12.296)
H (-13.760, 2.583, -11.906)
H (-14.330, 4.177, -11.466)
H (-15.264, 1.473, -10.385)
H (-13.054, 2.439, -9.323)
H (-14.382, 2.423, -8.078)
H (-13.927, 3.844, -8.907)
H (-16.644, 2.787, -9.091)
C (-19.266, 0.146, -11.514)
C (-17.896, 0.870, -11.539)
C (-17.109, 0.384, -12.765)
O (-18.159, 2.270, -11.638)
H (-19.748, 0.566, -12.396)
H (-19.834, 0.289, -10.595)
H (-19.267, -0.935, -11.375)
H (-17.334, 0.637, -10.635)
H (-16.220, 0.980, -12.970)
H (-17.740, 0.685, -13.602)
H (-16.888, -0.679, -12.672)
H (-17.446, 2.775, -11.240)
O (-20.692, 0.007, -4.758)
H (-19.822, 0.071, -4.364)
H (-21.169, -0.596, -4.188)
O (-14.391, -2.123, -5.786)
H (-14.791, -1.313, -5.469)
H (-14.956, -2.403, -6.506)

=====

Record 3
# C16H52N5O6

A cluster of 7 separate species, C16H52N5O6 in total (ωB97M-V with the def2-TZVPD basis set, the OMol25 dataset).

Values from the calculation:
Total charge   +1
LUMO energy   -2.2 eV
HOMO   -11.1 eV
Kohn-Sham gap   0.3271 Eh
Max |F|   3.0 eV Å⁻¹
Relative energy (zero: lowest compared OMol25 entry of this formula, charge and spin)   0.000 eV

CARTESIAN COORDINATES (ANGSTROEM)
N (-4.136, -29.628, 14.799)
H (-4.725, -29.112, 15.437)
H (-4.453, -29.339, 13.884)
H (-4.350, -30.578, 15.067)
H (-3.166, -29.371, 14.910)
O (-1.706, -28.659, 14.176)
H (-1.471, -27.731, 14.146)
H (-0.961, -29.108, 13.776)
O (-4.930, -32.253, 15.084)
H (-5.655, -32.738, 15.478)
H (-4.797, -32.669, 14.232)
C (-1.516, -33.238, 10.866)
C (-1.772, -34.333, 11.899)
C (-2.069, -33.815, 13.342)
O (-0.893, -33.089, 13.728)
C (-0.976, -32.362, 14.917)
N (-2.835, -35.043, 11.268)
H (-0.765, -32.494, 11.133)
H (-2.448, -32.732, 10.616)
H (-1.118, -33.572, 9.908)
H (-0.880, -34.958, 11.915)
H (-2.263, -34.704, 13.943)
H (-2.859, -33.064, 13.312)
H (-0.140, -31.686, 15.095)
H (-0.955, -32.992, 15.806)
H (-1.950, -31.881, 15.006)
H (-2.905, -35.937, 11.732)
H (-2.606, -35.433, 10.364)
C (-7.591, -28.596, 11.452)
C (-6.869, -29.043, 12.721)
C (-7.555, -30.328, 13.324)
O (-8.805, -29.969, 13.989)
C (-9.527, -31.062, 14.411)
N (-5.456, -29.188, 12.355)
H (-8.581, -28.227, 11.722)
H (-7.687, -29.460, 10.794)
H (-7.111, -27.795, 10.890)
H (-6.939, -28.272, 13.489)
H (-6.931, -30.749, 14.113)
H (-7.644, -30.982, 12.457)
H (-10.581, -30.914, 14.645)
H (-9.060, -31.489, 15.299)
H (-9.610, -31.786, 13.602)
H (-5.281, -28.370, 11.789)
H (-5.470, -29.948, 11.690)
C (-7.973, -28.442, 17.622)
C (-6.481, -28.521, 17.322)
C (-5.644, -29.765, 17.844)
O (-4.242, -29.483, 17.624)
C (-3.341, -30.612, 17.839)
N (-6.339, -28.290, 15.916)
H (-8.471, -29.396, 17.453)
H (-8.454, -27.727, 16.954)
H (-8.033, -28.188, 18.680)
H (-5.949, -27.705, 17.812)
H (-5.999, -30.641, 17.302)
H (-5.727, -30.025, 18.899)
H (-3.380, -30.911, 18.887)
H (-2.291, -30.463, 17.589)
H (-3.613, -31.493, 17.258)
H (-7.060, -28.862, 15.501)
H (-6.552, -27.313, 15.772)
C (-2.485, -32.064, 6.932)
C (-2.405, -30.609, 7.092)
C (-1.692, -30.012, 8.313)
O (-2.648, -30.102, 9.430)
C (-2.120, -29.612, 10.658)
N (-1.834, -29.974, 5.882)
H (-3.155, -32.275, 6.099)
H (-2.925, -32.548, 7.804)
H (-1.510, -32.525, 6.771)
H (-3.407, -30.182, 7.122)
H (-1.436, -28.957, 8.216)
H (-0.798, -30.598, 8.531)
H (-1.940, -28.545, 10.788)
H (-1.196, -30.148, 10.873)
H (-2.800, -29.914, 11.455)
H (-2.575, -29.897, 5.201)
H (-1.107, -30.570, 5.512)